36
Properties=species:S:1:pos:R:3:forces:R:3:mulliken_charge:R:1 method="wB97M-V/def2-TZVPD" homo_lumo_gap_ev=9.892 total_charge=+1 e_tot_ev=-22498.313 e_homo_ha=-0.46711
C 0.48260 0.10290 2.20247 -1.43 -2.08 -0.08 -0.675
C 0.13533 1.25189 1.23952 -3.27 -1.61 -1.03 -0.538
C 1.29906 -0.96688 1.30307 -0.96 0.69 1.76 -0.997
C -0.07791 0.57494 -0.14568 2.06 -0.07 1.75 -1.033
C 0.69707 -0.85568 -0.10618 -1.13 -0.46 -1.80 1.423
C -0.12800 2.55772 -1.54376 -1.13 0.86 0.42 -0.973
C 2.72666 0.18824 -0.98996 1.61 3.58 -0.70 -1.022
C -0.32878 -3.13434 0.28014 0.04 -2.07 -3.27 -1.000
N 0.10962 1.18892 -1.27559 0.19 -0.44 -0.04 0.083
N -2.08536 0.31286 -0.47118 -0.32 1.70 0.72 -0.216
N 1.68247 -0.68445 -1.19945 -3.05 -1.94 0.94 -0.468
N -0.26979 -1.94704 -0.55467 1.20 0.87 -1.03 -0.510
Si -3.30571 0.74453 0.70237 -1.52 0.36 -1.26 0.216
H 1.05346 0.42544 3.05366 0.39 0.20 0.23 0.526
H -0.49288 -0.38751 2.69776 1.97 1.05 -1.40 0.145
H -0.89278 1.65534 1.43821 1.33 0.40 0.45 0.258
H 0.86948 2.00560 1.10025 0.65 0.79 0.23 0.459
H 2.31617 -0.60130 1.31131 0.28 0.22 -0.40 0.377
H 1.42596 -1.97319 1.79177 -0.73 0.87 -0.79 0.386
H -0.37818 2.70952 -2.60414 -0.65 -0.14 0.50 0.342
H -0.91152 2.89404 -0.77607 1.09 0.23 -1.47 0.360
H 0.80824 3.08076 -1.47928 0.35 0.68 0.66 0.361
H 2.92781 0.76483 -1.95832 -0.19 -0.34 1.38 0.286
H 2.50329 0.90885 -0.15498 0.10 -0.41 -1.11 0.305
H 3.66810 -0.20648 -0.70720 0.97 -0.94 0.30 0.395
H 0.61237 -3.73434 0.23064 -0.42 0.57 0.72 0.312
H -0.63527 -2.80571 1.21476 -0.51 -0.20 1.97 0.412
H -1.07304 -3.84250 -0.23827 0.68 1.14 1.20 0.303
H 0.21786 0.52268 -2.00861 0.61 -0.16 -0.97 0.222
H -1.76960 -0.61065 -0.61333 0.03 -1.71 -1.05 0.528
H 1.88272 -1.58836 -1.52776 0.92 -1.12 -0.52 0.270
H -2.11566 0.99423 -1.25198 0.12 -1.38 0.47 0.374
H -0.06683 -2.24524 -1.54805 -0.14 0.82 1.49 0.294
H -3.01450 2.20391 0.66205 -0.14 -0.12 0.86 -0.051
H -3.16772 -0.15103 1.85302 0.14 0.28 0.30 -0.068
H -4.70477 0.64749 0.07345 0.85 -0.14 0.58 -0.090

12
Properties=species:S:1:pos:R:3:forces:R:3:mulliken_charge:R:1 method="wB97M-V/def2-TZVPD" homo_lumo_gap_ev=11.049 e_tot_ev=-8338.489 smiles="O=CC[C@@H]1CO1" e_homo_ha=-0.36984
O -2.38985 -0.19176 -0.85105 0.17 -0.05 0.53 -0.468
C -1.93914 -0.34950 0.25822 -0.13 0.03 -0.34 0.014
C -0.46037 -0.37262 0.57586 0.02 0.07 -0.03 -0.649
C 0.38870 0.18041 -0.54303 -0.13 -0.23 -0.05 0.134
C 1.82142 0.40729 -0.36107 0.22 -0.16 -0.01 -0.407
O 0.90176 1.48826 -0.32474 -0.05 0.25 -0.03 -0.424
H -2.61596 -0.51411 1.12300 0.06 0.01 -0.10 0.338
H -0.19930 -1.41574 0.81252 -0.05 0.13 -0.08 0.261
H -0.27635 0.20634 1.48959 -0.04 -0.10 -0.09 0.328
H 0.00008 0.01284 -1.54795 0.11 0.02 0.19 0.380
H 2.28473 0.15842 0.59525 -0.08 0.05 -0.16 0.238
H 2.48428 0.39017 -1.22659 -0.11 -0.01 0.17 0.254

82
Properties=species:S:1:pos:R:3:forces:R:3:mulliken_charge:R:1 method="wB97M-V/def2-TZVPD" homo_lumo_gap_ev=6.625 e_tot_ev=-76656.451 e_homo_ha=-0.24506
Bi -0.89608 1.71769 -1.20363 -0.14 0.54 0.22 1.626
O 0.20449 -2.09908 -3.03941 0.06 0.08 0.20 -0.312
C -0.61536 -0.87113 -2.78256 0.15 0.16 0.77 -0.436
O 0.19860 0.08576 -2.35151 -0.11 -0.15 -0.11 -0.563
C -1.90387 -0.98133 -2.34394 -0.06 -0.04 -0.48 1.093
C -2.86449 -2.03771 -2.52084 -0.09 -0.14 0.17 -0.851
C -4.17534 -1.76748 -2.30997 0.16 -0.01 -0.02 -0.490
C -4.60964 -0.42229 -2.07352 -0.05 0.06 0.08 -0.630
C -3.67066 0.52930 -1.86489 -0.07 -0.01 -0.18 0.256
N -2.34663 0.20402 -1.79160 -0.04 -0.33 -0.10 -0.099
C -3.94943 2.02753 -1.92176 -0.18 0.24 0.26 0.174
O -5.10150 2.42689 -1.86324 0.11 -0.09 0.03 -0.703
O -2.88712 2.75031 -2.05563 0.24 -0.20 0.28 -0.743
H -2.52781 -3.02054 -2.82769 -0.03 -0.01 0.03 0.385
H -4.91161 -2.55713 -2.38999 0.02 -0.01 -0.08 0.464
H -5.65246 -0.14695 -2.12360 0.03 0.07 -0.04 0.544
N -2.92792 2.55843 1.05677 0.14 -0.04 -0.24 -0.349
C -2.38894 3.18643 2.26414 -0.02 -0.03 0.08 -1.068
C -1.19528 2.39851 2.81882 0.00 0.00 -0.31 -0.044
C -0.26064 2.15302 1.64338 0.01 -0.04 0.28 0.485
O 0.54674 3.00539 1.30150 -0.19 0.01 -0.15 -0.614
O -0.48798 1.03998 0.99472 -0.02 0.00 -0.46 0.087
H -3.64971 3.13998 0.64514 -0.01 -0.08 -0.08 0.230
H -3.33815 1.65395 1.27114 -0.01 0.04 -0.02 0.132
H -3.14571 3.29117 3.04847 0.02 0.05 0.05 0.400
H -2.04760 4.18525 1.98922 0.00 0.01 0.02 0.372
H -1.53179 1.44831 3.23604 0.01 0.00 0.05 -0.135
H -0.69281 2.99698 3.57602 0.00 -0.06 0.07 0.385
C -3.04238 -1.81998 4.76090 0.05 -0.05 -0.22 -1.403
Sb -1.86712 -1.90034 2.92811 -0.36 -0.14 0.63 0.471
C -0.04372 -1.30633 3.91455 -0.01 0.13 -0.22 -1.190
C -1.47022 -4.08114 3.10864 -0.01 0.24 -0.15 -1.908
C -0.02101 -4.35039 3.31454 0.12 -0.03 -0.01 1.075
C 0.44331 -4.64098 4.59804 -0.02 0.02 0.00 -0.658
C 1.79314 -4.77182 4.87699 0.04 0.04 0.03 -0.698
C 2.72082 -4.61096 3.85873 -0.01 0.02 -0.02 -0.715
C 2.27543 -4.36749 2.57016 -0.04 0.04 -0.02 -0.649
C 0.91770 -4.24044 2.27067 0.05 -0.10 0.13 1.040
C 0.51331 -4.01599 0.85190 -0.18 0.27 -0.04 -1.683
Sb 0.28896 -1.91495 0.14375 0.68 -0.63 -0.60 0.327
C 2.40657 -1.48890 0.22616 -0.30 0.05 0.19 -1.163
C 0.48288 -2.96470 -1.82783 -0.36 0.27 0.40 -1.117
H -2.56599 -2.39587 5.55475 0.05 0.00 -0.04 0.386
H -4.03689 -2.22363 4.56926 0.01 0.01 0.02 0.394
H -3.14789 -0.78447 5.08483 0.02 0.01 -0.02 0.382
H -0.13933 -1.46242 4.98771 0.01 -0.03 0.00 0.531
H 0.16162 -0.25655 3.70607 -0.03 0.00 0.03 0.327
H 0.78856 -1.90281 3.54231 0.05 0.01 0.03 0.251
H -1.86314 -4.54970 2.20660 -0.03 0.00 0.01 0.465
H -2.05792 -4.41824 3.96144 0.00 -0.03 -0.02 0.640
H -0.28045 -4.75904 5.39728 0.00 0.03 -0.01 0.374
H 2.12104 -4.98927 5.88564 -0.02 0.01 -0.01 0.394
H 3.78153 -4.67847 4.06249 0.00 -0.05 0.00 0.408
H 2.99547 -4.26994 1.76411 0.00 -0.01 0.01 0.331
H -0.45278 -4.47534 0.63363 0.02 -0.02 -0.02 0.549
H 1.25596 -4.45958 0.18688 0.01 0.00 0.00 0.729
H 2.97622 -2.29512 -0.23385 0.03 0.00 0.00 0.426
H 2.69649 -1.38698 1.27279 0.04 -0.02 -0.03 0.375
H 2.58877 -0.54128 -0.27932 0.03 -0.01 -0.04 0.178
H 1.45152 -3.42836 -2.00781 0.03 0.07 -0.02 0.647
H 1.04451 -1.64858 -3.24772 0.02 -0.11 -0.15 0.540
H -0.29371 -3.72530 -1.86145 0.02 -0.01 -0.13 0.256
C 4.24620 1.86860 -3.67294 -0.08 0.09 -0.01 -0.876
N 3.54452 3.14243 -3.71023 0.03 -0.05 0.16 0.097
C 4.41969 4.25905 -4.04788 0.03 0.04 -0.03 -1.191
C 2.49925 3.34976 -2.84080 -0.13 0.01 -0.01 0.336
S 2.22712 2.35982 -1.51858 0.27 -0.03 -0.07 -0.273
N 1.70577 4.41072 -3.12890 0.10 0.00 -0.01 0.214
C 0.76748 4.96229 -2.16462 0.04 -0.05 0.05 -1.160
C 1.57897 4.95959 -4.46840 -0.08 0.02 -0.02 -1.196
H 4.78603 1.75297 -4.61451 0.00 0.00 0.03 0.320
H 3.52595 1.06425 -3.55930 0.02 -0.03 -0.02 0.207
H 4.95420 1.81753 -2.84007 0.00 0.00 0.00 0.349
H 5.34803 4.19047 -3.47161 -0.01 -0.03 0.00 0.378
H 3.95033 5.20848 -3.80831 0.02 -0.04 -0.02 0.395
H 4.67250 4.24156 -5.10966 0.00 0.03 0.00 0.324
H 1.00902 4.60890 -1.16516 0.02 0.00 0.00 0.389
H -0.26288 4.67979 -2.40350 0.01 0.02 -0.04 0.315
H 0.84057 6.05183 -2.19060 -0.05 -0.01 -0.02 0.365
H 2.14770 4.36747 -5.17796 -0.02 0.00 0.01 0.373
H 1.91962 5.99785 -4.50532 0.00 -0.01 -0.03 0.341
H 0.52736 4.93673 -4.76419 -0.01 0.02 0.03 0.388

30
Properties=species:S:1:pos:R:3:forces:R:3:mulliken_charge:R:1 method="wB97M-V/def2-TZVPD" homo_lumo_gap_ev=7.785 total_charge=+1 e_tot_ev=-22266.987 e_homo_ha=-0.42616
Au 1.97898 -1.74207 0.09450 0.01 0.04 0.09 0.436
N -2.67084 1.01858 -0.43036 0.02 -0.01 0.01 -0.181
C -1.71615 -0.02541 0.16775 0.02 0.00 -0.02 -0.189
C -1.10932 -0.88954 -0.92910 0.03 0.02 0.02 -1.440
C 0.02569 -0.22513 -1.73988 0.01 0.04 0.03 0.796
N 1.22835 -1.10800 -1.75250 -0.03 -0.13 0.04 -0.748
C 0.36918 1.19162 -1.26465 -0.02 0.00 0.03 -1.554
C 0.38240 1.47065 0.25032 0.01 0.05 -0.01 0.416
N 1.69189 1.14736 0.80059 -0.02 0.00 -0.07 -0.430
C -0.67576 0.66118 1.02516 0.01 -0.02 -0.02 -0.671
H -3.40599 0.57765 -0.98476 -0.02 0.00 -0.02 0.393
H -2.16873 1.67548 -1.02945 0.01 0.01 -0.01 0.268
H -3.11400 1.55572 0.31688 -0.01 0.02 0.01 0.400
H -2.36867 -0.63613 0.79004 0.02 -0.03 0.02 0.521
H -1.88718 -1.28110 -1.59033 0.01 0.01 0.01 0.359
H -0.69796 -1.75223 -0.39818 0.01 -0.02 0.00 0.337
H -0.29871 -0.13152 -2.77882 -0.02 -0.02 -0.02 0.404
H 1.96512 -0.65295 -2.28648 0.02 0.01 0.05 0.377
H 1.00657 -1.95740 -2.26839 0.01 0.01 -0.01 0.360
H -0.34022 1.87249 -1.75344 0.02 0.01 0.01 0.274
H 1.33510 1.48712 -1.68153 0.00 0.01 0.01 0.596
H 0.14587 2.53798 0.36293 0.02 0.01 0.00 0.180
H 1.68411 1.09347 1.81272 -0.01 0.00 -0.02 0.226
H 2.40045 1.81614 0.52457 -0.02 0.03 0.02 0.245
H -1.15386 1.27497 1.79298 0.00 0.00 -0.01 0.473
H -0.16659 -0.14590 1.55507 0.03 -0.08 0.04 -0.084
O 2.70911 -2.39023 1.89855 0.00 0.03 -0.17 -0.673
N 1.86949 -2.20252 2.88725 -0.10 -0.13 0.01 1.100
O 2.21552 -2.54674 3.98327 -0.02 0.08 -0.03 -0.588
O 0.76618 -1.69351 2.62528 0.03 0.05 0.04 -0.601